{"formula": "C50H123Hg2N11O15", "method": "ωB97M-V/def2-TZVPD", "symbols": ["Hg", "Hg", "C", "C", "C", "O", "C", "C", "C", "O", "O", "O", "H", "H", "C", "C", "C", "O", "C", "N", "H", "H", "H", "H", "H", "H", "H", "H", "H", "H", "H", "C", "C", "C", "O", "C", "N", "H", "H", "H", "H", "H", "H", "H", "H", "H", "H", "H", "C", "C", "C", "O", "C", "N", "H", "H", "H", "H", "H", "H", "H", "H", "H", "H", "H", "C", "C", "C", "O", "C", "N", "H", "H", "H", "H", "H", "H", "H", "H", "H", "H", "H", "C", "C", "C", "O", "C", "N", "H", "H", "H", "H", "H", "H", "H", "H", "H", "H", "H", "C", "C", "C", "O", "C", "N", "H", "H", "H", "H", "H", "H", "H", "H", "H", "H", "H", "C", "C", "C", "O", "C", "N", "H", "H", "H", "H", "H", "H", "H", "H", "H", "H", "H", "C", "C", "C", "O", "C", "N", "H", "H", "H", "H", "H", "H", "H", "H", "H", "H", "H", "C", "C", "C", "O", "C", "N", "H", "H", "H", "H", "H", "H", "H", "H", "H", "H", "H", "C", "C", "C", "O", "C", "N", "H", "H", "H", "H", "H", "H", "H", "H", "H", "H", "H", "C", "C", "C", "O", "C", "N", "H", "H", "H", "H", "H", "H", "H", "H", "H", "H", "H"], "positions_angstrom": [[2.29894, -3.71850, 1.33432], [-2.63298, 3.79062, -0.85080], [-0.02071, 0.08582, 0.83912], [0.44077, -1.28919, 0.77292], [0.70323, -1.94321, -0.60480], [1.25499, -3.06772, -0.67659], [0.41464, -1.20118, -1.79843], [-0.11141, 0.07033, -1.68192], [-0.45545, 0.64537, -0.32580], [-1.02508, 1.78937, -0.29378], [-0.28578, 0.73637, -2.74421], [0.71628, -1.92557, 1.80403], [-0.08014, 0.55227, 1.81151], [0.63547, -1.66069, -2.74788], [-1.21118, -6.09962, 3.07429], [-0.01859, -5.13487, 2.92861], [1.11987, -5.38034, 3.90693], [1.94448, -4.23664, 3.97407], [2.96303, -4.44221, 4.96385], [0.51052, -5.24065, 1.54450], [-2.03197, -5.86332, 2.40113], [-1.52885, -6.16168, 4.11647], [-0.88690, -7.12191, 2.85208], [-0.47652, -4.14757, 3.00687], [1.63002, -6.30411, 3.60182], [0.73906, -5.62460, 4.90470], [2.61628, -4.68815, 5.97012], [3.53462, -3.52068, 4.95251], [3.54424, -5.31955, 4.66018], [0.72088, -6.18893, 1.23091], [-0.34865, -5.10362, 0.99029], [2.71386, 1.95533, -0.90566], [2.73664, 2.75333, -2.21698], [3.42061, 1.91999, -3.35080], [3.40019, 2.75581, -4.49793], [4.44827, 2.51657, -5.41532], [1.31547, 3.04876, -2.51156], [2.35475, 0.93223, -1.02454], [2.05228, 2.49186, -0.22625], [3.73693, 1.91231, -0.52261], [3.19701, 3.74293, -2.19280], [2.84446, 1.01038, -3.53555], [4.43734, 1.79542, -2.96965], [4.03402, 2.54974, -6.42612], [5.00507, 1.58520, -5.29737], [5.16285, 3.34324, -5.33183], [0.80791, 2.17739, -2.34716], [1.17489, 3.29380, -3.48651], [-3.52513, -5.77238, -0.94976], [-3.04063, -4.31627, -0.76171], [-3.82903, -3.61611, 0.32063], [-3.63712, -2.19548, 0.28512], [-2.93854, -1.71011, 1.41511], [-1.59171, -4.28545, -0.47202], [-3.55054, -6.46163, -0.09875], [-3.04222, -6.37638, -1.71782], [-4.59342, -5.70239, -1.17747], [-3.12323, -3.78297, -1.71394], [-3.60775, -4.01830, 1.31222], [-4.90160, -3.70763, 0.13744], [-3.47148, -1.83794, 2.36230], [-2.86294, -0.62200, 1.36309], [-1.90547, -2.06006, 1.47226], [-1.06783, -4.58714, -1.29099], [-1.37630, -3.28858, -0.41881], [-0.73256, 1.75712, -7.25717], [0.11308, 1.09386, -6.16867], [1.36638, 0.48171, -6.83947], [0.92378, -0.55395, -7.68809], [2.00301, -1.17541, -8.33634], [0.42596, 2.12306, -5.13857], [-1.58710, 2.26675, -6.79877], [-1.28820, 1.06756, -7.90024], [-0.21940, 2.47887, -7.89116], [-0.45528, 0.25967, -5.75098], [2.14116, 0.21984, -6.10895], [1.74329, 1.22011, -7.56355], [2.61451, -0.45665, -8.90183], [1.64760, -1.85427, -9.10889], [2.72081, -1.67470, -7.67879], [1.44225, 2.10763, -5.13652], [0.11140, 1.69681, -4.27141], [-0.57877, 3.34039, 4.74010], [0.55689, 4.34558, 4.93060], [1.59372, 4.19331, 3.81456], [1.99526, 2.83667, 3.65191], [2.54032, 2.58076, 2.36201], [0.00767, 5.68631, 4.80479], [-1.07579, 3.18200, 5.69922], [-0.25499, 2.36626, 4.36711], [-1.31907, 3.63837, 3.99763], [1.04828, 4.07957, 5.87168], [2.45969, 4.82208, 4.06577], [1.29719, 4.64572, 2.86209], [1.80634, 2.52071, 1.55494], [3.09427, 1.64867, 2.41315], [3.25332, 3.38155, 2.14374], [0.71296, 6.31166, 5.19140], [-0.82150, 5.85338, 5.36254], [1.33158, 5.87559, -0.05910], [-0.01061, 5.13248, 0.10896], [-1.06847, 6.06207, 0.71022], [-2.28979, 5.33136, 0.77360], [-3.27958, 5.99465, 1.57508], [-0.52045, 4.83702, -1.24161], [1.12251, 6.94751, -0.10129], [1.86121, 5.63559, -0.98034], [2.04911, 5.62304, 0.72433], [0.17818, 4.21912, 0.67382], [-1.19117, 6.85183, -0.03971], [-0.70516, 6.51815, 1.63305], [-4.20318, 5.42717, 1.49331], [-3.41527, 7.00946, 1.19441], [-2.96662, 6.04401, 2.61804], [0.20427, 4.28730, -1.75586], [-0.61722, 5.67264, -1.81566], [5.12269, -0.09983, 2.23360], [4.09958, -0.96935, 1.51635], [4.64033, -1.62374, 0.21775], [3.85551, -2.70561, -0.23831], [4.44127, -3.32475, -1.35856], [3.64104, -2.03377, 2.44481], [4.72429, 0.26864, 3.17875], [5.35543, 0.78716, 1.64255], [5.99380, -0.71892, 2.45596], [3.20883, -0.39870, 1.23707], [5.68209, -1.94486, 0.34887], [4.74239, -0.85471, -0.55741], [5.38268, -3.87145, -1.22140], [4.53983, -2.65987, -2.21781], [3.76720, -4.16261, -1.57149], [4.46111, -2.34749, 2.95871], [3.10609, -1.40376, 3.08929], [-3.45202, 1.04801, 3.31742], [-4.07794, 1.87110, 2.16397], [-5.08599, 2.84869, 2.81302], [-4.42452, 3.72997, 3.66932], [-5.20193, 4.40607, 4.62610], [-3.01464, 2.66440, 1.53203], [-2.53023, 0.49068, 3.12858], [-4.25066, 0.36336, 3.61649], [-3.11033, 1.62781, 4.17687], [-4.63242, 1.24119, 1.47215], [-5.86190, 2.25859, 3.31903], [-5.70816, 3.33540, 2.05045], [-4.62124, 5.12649, 5.20878], [-5.54727, 3.66076, 5.34667], [-5.96911, 5.05870, 4.19913], [-2.65570, 3.26312, 2.26518], [-2.31815, 2.01276, 1.16819], [-3.32807, 1.68868, -4.87849], [-3.64620, 2.29299, -3.49965], [-4.21384, 1.24542, -2.58158], [-4.39520, 1.79077, -1.27073], [-5.73878, 2.15576, -0.98676], [-2.36768, 2.76537, -2.90747], [-2.45181, 1.04498, -4.72935], [-3.03034, 2.39162, -5.65065], [-4.11607, 0.97729, -5.12979], [-4.32459, 3.13967, -3.63683], [-3.46987, 0.44473, -2.49805], [-5.13931, 0.76491, -2.90220], [-6.19409, 1.24485, -0.58966], [-6.37601, 2.65303, -1.72251], [-5.83842, 2.86942, -0.16235], [-1.88605, 1.94461, -2.52240], [-1.80598, 3.16871, -3.65233], [1.72043, 0.04505, 6.47145], [1.44873, -0.88514, 5.27051], [-0.02465, -1.25092, 4.96793], [-0.59062, -1.67238, 6.16757], [-1.92558, -2.10110, 6.03065], [2.06933, -0.14689, 4.14281], [1.52368, 1.11478, 6.38162], [2.75777, -0.12031, 6.76593], [1.14016, -0.24796, 7.35244], [2.05902, -1.73672, 5.56303], [0.03191, -1.99113, 4.16394], [-0.54481, -0.34729, 4.61593], [-2.59561, -1.27107, 5.78520], [-2.29376, -2.46519, 6.99135], [-2.04729, -2.95155, 5.35312], [2.00469, 0.84151, 4.35637], [1.48896, -0.28481, 3.31337], [-0.64666, -4.48349, -4.11841], [0.52898, -5.41063, -3.86016], [1.77846, -4.94079, -4.59048], [2.80881, -5.90639, -4.62511], [4.11360, -5.37418, -4.66314], [0.74460, -5.45785, -2.40806], [-1.00009, -4.57446, -5.14341], [-0.28628, -3.45588, -3.98227], [-1.42775, -4.58118, -3.37022], [0.27050, -6.40460, -4.22916], [2.08680, -3.91380, -4.34923], [1.56591, -4.79698, -5.66765], [4.38568, -4.63273, -3.90328], [4.32852, -4.99609, -5.66563], [4.75299, -6.22192, -4.40807], [1.51517, -6.04294, -2.09419], [1.06225, -4.55042, -2.05652]], "forces_ev_per_angstrom": [[-0.866, 0.496, 0.567], [0.619, -1.348, -0.263], [1.073, -3.402, -0.016], [-0.145, 2.072, 0.210], [0.046, 0.914, -2.068], [-0.227, 0.003, 0.784], [0.362, -1.560, 2.632], [-0.333, -0.398, -2.207], [-0.541, 3.044, 0.157], [0.107, -0.701, -0.688], [-0.718, 0.022, 1.570], [0.237, -0.559, 0.018], [-0.309, 0.148, -0.027], [0.021, 0.156, -0.152], [1.004, -0.781, 0.541], [-0.573, -0.920, -0.220], [-1.241, -0.201, 0.343], [0.032, -0.612, 0.487], [0.271, -0.230, -0.767], [-0.097, 0.208, -0.281], [-0.005, 0.207, 0.086], [-0.309, 0.341, -0.084], [-0.005, -0.003, -0.177], [0.651, 0.322, 0.164], [0.466, 0.210, -0.195], [-0.185, 0.272, 0.039], [-0.558, 0.409, -0.087], [0.303, -0.134, 0.261], [0.396, 0.260, -0.034], [0.362, -0.190, 0.780], [0.361, 1.124, -0.930], [0.838, 0.950, -0.381], [-1.289, -0.881, -0.951], [-0.555, 2.062, 1.107], [0.074, -0.800, 0.249], [0.342, 0.797, -0.684], [0.377, -0.154, 0.236], [-0.103, 0.021, -0.242], [0.196, -0.202, 0.019], [-0.109, -0.045, 0.365], [0.632, -0.308, 0.447], [0.300, -0.336, 0.127], [0.175, -0.623, -0.427], [0.030, -0.088, 0.054], [-0.326, -0.155, 0.290], [0.073, -0.145, -0.053], [-0.203, 0.468, -0.316], [0.201, 0.014, -0.039], [-1.078, 0.026, 0.120], [0.930, -1.419, -0.303], [-0.639, 0.639, -0.438], [0.677, -0.046, 0.576], [-0.025, 0.946, -0.013], [-0.130, 0.624, 0.647], [0.532, 0.637, 0.545], [0.188, 0.561, -0.305], [0.054, -0.098, -0.449], [-0.839, 0.015, 0.015], [0.122, -0.054, 0.002], [0.019, -0.528, -0.024], [-0.039, -0.667, -0.002], [-0.051, -0.058, -0.596], [-0.110, -0.385, 0.177], [0.053, -0.383, 0.077], [0.181, -0.147, 0.144], [-1.557, -0.240, -0.035], [-0.162, 0.500, -1.237], [-1.030, 1.085, -0.712], [0.284, -0.893, 0.692], [0.639, 0.295, -0.950], [0.105, -1.290, -0.747], [0.553, 0.329, 0.111], [0.656, -0.361, -0.167], [0.298, -0.049, 0.187], [0.004, 0.023, 0.211], [-0.007, -0.410, -0.052], [0.539, 0.387, 0.624], [-0.129, 0.302, 0.135], [-0.308, -0.231, 0.355], [-0.326, -0.202, 0.324], [0.064, 0.596, 0.561], [0.436, 0.138, -0.033], [-0.196, -0.519, 0.090], [-0.794, -1.272, -1.396], [0.733, 0.359, 0.052], [-0.290, 0.083, -0.304], [0.410, 0.587, 0.616], [0.842, 0.665, 0.508], [-0.213, -0.022, -0.119], [0.377, 0.007, 0.331], [-0.058, 0.561, 0.060], [0.025, 0.393, 0.148], [0.265, -0.223, 0.221], [-0.768, -0.358, -0.020], [-0.290, 0.070, 0.432], [-0.076, -0.131, 0.016], [0.102, -0.060, -0.329], [-0.244, 0.319, -0.215], [-0.012, -0.369, 0.118], [-0.009, 0.145, 0.422], [0.785, 1.307, -1.195], [1.011, -0.400, -0.895], [0.029, 0.831, 1.332], [-0.108, 0.187, -0.191], [-0.147, -0.771, -0.308], [0.352, 0.069, 0.214], [-0.340, -0.278, -0.167], [-0.189, 0.385, 0.260], [-0.561, -0.182, -0.098], [-0.059, 0.286, 0.236], [-0.580, -0.345, 0.409], [0.035, -0.001, 0.042], [-0.126, -0.017, 0.010], [0.084, -0.133, -0.022], [-0.312, -0.538, 0.279], [-0.008, 0.309, 0.455], [-0.284, 0.024, -0.365], [0.013, -1.030, -0.915], [1.036, 0.970, 0.470], [0.865, 0.612, 0.457], [-0.639, -1.714, -0.740], [-0.403, 0.650, -0.150], [-0.152, -0.141, 0.028], [0.411, -0.157, -0.071], [0.251, 0.314, -0.135], [-0.050, 0.051, 0.103], [-0.064, -0.307, 0.365], [-0.445, 0.020, -0.123], [0.291, 0.708, 0.687], [-0.176, 0.118, 0.101], [-0.194, 0.412, -0.509], [-0.099, -0.217, 0.040], [-0.050, -1.101, 0.369], [-0.395, -0.494, 0.145], [0.629, 1.096, 1.775], [-0.971, -0.937, -0.364], [0.876, 0.478, -0.481], [-0.117, 0.175, 0.610], [-0.802, -0.253, -1.338], [-0.305, -0.196, -0.809], [0.367, -0.211, 0.428], [-0.664, 0.533, -0.058], [0.288, -0.028, -0.244], [0.285, -0.142, 0.508], [0.451, 0.573, -0.225], [0.651, -0.358, -0.285], [-0.658, 0.235, -0.064], [-0.435, -0.601, -0.197], [0.425, 0.054, -0.160], [0.401, 0.384, 0.267], [0.284, -1.078, 1.137], [0.341, 0.155, -1.395], [0.144, -0.283, 0.583], [-0.046, 1.001, -0.228], [-0.858, -0.384, 1.393], [-1.345, 0.204, 0.708], [0.031, 0.021, -0.043], [-0.643, 0.127, 0.076], [-0.180, 0.425, -0.644], [-0.034, -0.006, 0.258], [-0.005, 0.002, 0.157], [-0.038, 0.292, -0.317], [-0.555, 0.064, -0.396], [0.561, -0.523, -0.849], [0.907, -0.047, 0.150], [0.613, 0.162, -0.378], [0.310, 0.162, 0.289], [-0.618, -0.750, 1.259], [0.261, 1.962, 0.569], [1.544, 0.807, 0.460], [-0.442, -0.795, 0.089], [-0.447, -0.151, 0.686], [-0.452, -0.823, -0.703], [0.017, -0.025, -0.631], [0.089, 0.389, -0.104], [-0.020, -0.220, -0.156], [-0.354, -0.662, -0.611], [-0.548, -0.239, 0.077], [-0.003, -0.007, -0.215], [0.077, 0.016, -0.464], [0.367, 0.076, 0.155], [0.129, 0.213, -0.397], [0.140, 0.108, -0.134], [0.052, 0.002, 0.007], [0.766, 0.820, -0.079], [0.564, -0.069, 0.567], [-0.417, 0.260, -2.636], [0.050, 0.413, 1.680], [0.365, -0.918, -0.042], [0.297, 0.172, 0.851], [-0.262, -0.019, 0.114], [-0.080, 0.092, -0.176], [-0.242, -0.482, -0.237], [0.164, -0.121, 0.192], [0.274, -0.262, 0.959], [-0.652, 0.025, 0.119], [-0.674, 0.322, -0.031], [0.238, 0.102, 0.066], [0.179, 0.023, -0.499], [-0.163, -0.520, -0.669], [-0.454, 0.117, -0.356]], "e_above_lowest_kj_mol": 0.00, "multiplicity": 1, "charge": 2, "gap_ev": 7.12, "homo_energy_ev": -11.954}